(1)
ORCA calculation (ωB97M-V/def2-TZVPD) on C5H20NNiO8 as an isolated structure at a distorted geometry.

```
! RIJCOSX wB97M-V def2-TZVPD def2/J DEFGRID3
* xyz 1 3
Ni -0.51 -0.82 1.34
O 2.62 -3.44 -0.89
O -0.04 3.10 -4.73
O 0.65 -0.30 -0.22
O 2.12 -0.61 -1.78
O 1.20 -0.77 2.52
O -1.05 1.09 1.83
O 1.27 1.36 -1.48
O -2.05 -0.96 -0.10
N 1.39 0.17 -1.18
C -1.53 2.06 0.88
C 3.26 -2.98 0.27
C -0.89 3.30 -3.63
C 1.32 -1.56 3.73
C -3.48 -0.99 0.01
H 0.41 -2.12 3.91
H 2.17 -2.23 3.67
H -2.56 2.34 1.10
H -0.62 4.15 -2.99
H 1.42 -0.90 4.59
H 3.98 -2.22 -0.04
H 2.61 -2.49 0.99
H -1.46 1.67 -0.13
H -1.87 -1.05 -1.04
H -0.87 2.92 0.86
H 3.82 -3.73 0.82
H -3.88 -1.92 -0.40
H -0.27 3.72 -5.43
H -1.96 3.35 -3.87
H -3.79 -0.99 1.05
H 2.19 -2.66 -1.27
H -3.98 -0.20 -0.56
H 2.01 -0.23 2.48
H -0.90 1.51 2.68
H -0.74 2.43 -2.97
*
```

For the HOMO-LUMO gap (spin up / spin down), the calculation gives 7.31 / 5.90 eV. Its expectation value of S² is 2.0038. Its LUMO energy (spin up / spin down) is -4.89 / -6.30 eV. Its HOMO energy (spin up / spin down) is -12.204 / -12.204 eV.

These are the Mulliken partial charges, in e, on atoms 1 to 5: number 1, Ni, carries 0.70; number 2, O, carries -0.53; number 3, O, carries -0.50; number 4, O, carries -0.32; number 5, O, carries -0.56



(2)
ORCA calculation (ωB97M-V/def2-TZVPD) on C24H48GeN3S4SbSi4TeW as an isolated structure at a distorted geometry.

```
! RIJCOSX wB97M-V def2-TZVPD def2/J DEFGRID3
* xyz -2 1
W 1.75 2.58 0.15
Te 1.58 -0.05 0.85
Sb 3.56 1.96 1.99
Ge 1.76 3.15 -2.79
S 4.90 1.59 3.79
S 3.44 1.61 -1.16
S 3.59 4.14 0.92
S 1.31 2.67 2.61
Si 1.25 -3.55 -0.80
Si 1.08 -2.37 1.22
Si -1.00 -2.96 2.09
Si 2.69 -3.32 2.61
N -0.88 2.40 0.70
N -8.96 3.66 -2.74
N -3.05 2.37 0.31
C -2.36 -2.32 0.95
C -2.81 1.46 1.34
C -6.69 3.17 -1.58
C -5.47 2.37 0.32
C 0.12 -2.72 -2.07
C -6.67 2.63 -0.30
C 2.78 -5.19 2.37
C -4.29 3.16 -1.62
C -1.48 1.50 1.56
C 4.36 -2.58 2.23
C -1.33 -2.21 3.79
C 0.68 1.93 -1.63
C 3.21 4.49 -2.74
C 0.88 4.59 -0.17
C 3.01 -3.31 -1.42
C 2.33 -2.98 4.43
C -7.95 3.44 -2.23
C -5.49 3.43 -2.24
C 0.34 4.40 -3.58
C -1.24 -4.83 2.26
C -1.83 2.90 -0.02
C 2.24 2.14 -4.43
C 0.88 -5.40 -0.89
C -4.27 2.63 -0.33
H -2.40 -2.03 3.93
H 1.34 -3.32 4.73
H 2.38 -1.90 4.60
H 3.20 -5.44 1.39
H 1.34 1.72 -4.89
H 0.36 5.38 -3.10
H 3.44 -5.61 3.14
H -5.51 3.84 -3.24
H -0.90 -3.10 -1.99
H -0.68 4.00 -3.52
H -2.30 -5.07 2.35
H -2.43 -2.92 0.04
H 2.71 2.83 -5.14
H -3.59 0.86 1.77
H -0.19 -5.60 -0.78
H 3.31 -2.27 -1.27
H 2.89 5.38 -3.29
H 3.10 -3.53 -2.49
H -0.99 -2.86 4.59
H -0.88 0.96 2.27
H 3.72 -3.94 -0.87
H 0.48 -2.88 -3.09
H 4.62 -2.69 1.18
H 0.60 4.83 0.86
H 5.15 -3.03 2.84
H 4.05 4.02 -3.25
H 4.35 -1.51 2.45
H 1.41 -5.98 -0.14
H -0.73 -5.20 3.15
H 1.62 5.34 -0.44
H -7.60 2.43 0.21
H -0.01 4.69 -0.80
H 0.09 -1.64 -1.88
H -3.36 3.34 -2.15
H 2.93 1.33 -4.20
H -5.46 1.97 1.33
H 3.53 4.76 -1.73
H -0.84 -5.37 1.40
H 0.95 0.97 -2.05
H -3.34 -2.33 1.44
H -2.14 -1.30 0.64
H 1.19 -5.76 -1.88
H -0.81 -1.25 3.90
H 0.57 4.55 -4.65
H -0.35 2.21 -1.88
H -1.70 3.66 -0.77
H 3.08 -3.46 5.06
H 1.81 -5.67 2.46
*
```

For the HOMO-LUMO gap (spin up / spin down), the calculation gives 4.17 / 4.20 eV. Its LUMO energy (spin up / spin down) is 3.23 / 3.23 eV. Its HOMO energy (spin up / spin down) is -0.940 / -0.964 eV.

These are the Mulliken partial charges, in e, on atoms 1 to 5: number 1, W, carries 0.57; number 2, Te, carries -0.18; number 3, Sb, carries 0.32; number 4, Ge, carries 1.52; number 5, S, carries -0.70



(3)
ORCA calculation (ωB97M-V/def2-TZVPD) on one molecule with the formula C6H17N2O2P at a distorted geometry.

```
! RIJCOSX wB97M-V def2-TZVPD def2/J DEFGRID3
* xyz 0 1
P -1.15 0.45 -0.14
O 0.72 0.49 -0.14
O 3.63 0.13 0.86
N -1.82 0.42 -1.56
N -1.49 -0.68 0.99
C 2.53 -0.86 0.71
C 3.17 1.46 0.58
C -1.98 -0.65 -2.46
C 1.60 -0.50 -0.56
C -1.21 2.13 0.65
C -2.52 -1.68 1.00
H -2.36 -1.56 -2.05
H -2.18 2.33 0.75
H -0.96 2.85 -0.11
H 2.75 1.46 -0.38
H 2.29 -0.12 -1.35
H 3.91 2.20 0.64
H -1.05 -0.92 -3.05
H -0.86 -0.62 1.82
H -2.62 -0.16 -3.30
H 1.22 -1.41 -1.01
H -0.64 2.02 1.60
H -3.11 -1.56 1.90
H 2.41 1.61 1.27
H 1.87 -0.90 1.65
H -2.06 -2.66 1.04
H -3.06 -1.41 0.04
H 2.96 -1.87 0.62
*
```

For the HOMO-LUMO gap, the calculation gives 9.16 eV. Its LUMO energy is 0.62 eV. Its HOMO energy is -8.532 eV. As for the structure (SMILES): CN=[P@@](C)(NC)OCCOC.

These are the Mulliken partial charges, in e, on atoms 1 to 5: number 1, P, carries 0.59; number 2, O, carries -0.42; number 3, O, carries -0.39; number 4, N, carries -0.42; number 5, N, carries -0.15



In hartree, the energy values for the records above are, in order, -2366.996403, -6510.641634, -840.064713.
In kJ/mol, the relative energy (zero: lowest compared OMol25 entry of this formula, charge and spin) values for the records above are, in order, 43.8, 553.3, 318.5.